1.
The following is a DFT calculation (wB97M-V/def2-TZVPD) of a molecular structure, C13H20CuF3N3O4S.

## Properties
- LUMO level (spin up / spin down): 0.18 / -0.87 eV
- ΔE to the lowest compared entry with this formula, charge and spin: 0.00 kJ/mol
- Gap between HOMO and LUMO (spin up / spin down): 7.9 / 7.0 eV
- 2S+1: 2

XYZ file:
```
45
Properties=species:S:1:pos:R:3:forces:R:3:mulliken_charge:R:1
Cu 0.57351 0.75337 0.59507 0.2 0.0 0.3 -0.27
C 0.35956 2.00171 -2.32918 0.0 0.0 0.0 -0.80
O 1.25510 1.78058 -1.24597 0.0 -0.2 0.0 -0.15
C 2.56419 1.44421 -1.66478 0.0 0.0 0.0 -0.54
C 3.39584 1.31874 -0.40764 0.0 0.0 0.0 -0.66
O 2.79403 0.43406 0.52904 0.0 0.1 0.0 -0.32
C 3.23340 -0.91839 0.50952 0.1 0.0 0.1 -0.83
C 2.72851 -1.66759 -0.70713 0.0 0.0 0.0 -0.59
O 1.37854 -1.31050 -0.87345 0.0 0.0 0.0 0.29
C 0.74199 -2.00267 -1.92802 0.0 0.0 0.0 -1.01
H 0.70354 2.84666 -2.93002 0.0 0.0 0.0 0.32
H -0.61187 2.22688 -1.89911 0.0 0.0 0.0 0.17
H 0.29327 1.10679 -2.95503 0.0 0.0 0.0 0.30
H 2.97687 2.24294 -2.29250 0.0 0.0 0.0 0.51
H 2.54033 0.51933 -2.25068 0.0 0.0 0.0 0.14
H 3.43659 2.28877 0.09004 0.0 0.0 0.0 0.36
H 4.41502 0.99730 -0.64032 0.0 0.0 0.0 0.46
H 2.83073 -1.35676 1.42110 0.0 0.0 0.0 0.24
H 4.32661 -0.95192 0.55185 0.0 0.0 0.0 0.47
H 2.83406 -2.74597 -0.53169 0.0 0.0 0.0 0.48
H 3.30663 -1.42170 -1.60973 0.0 0.0 0.0 0.40
H 0.72497 -3.07987 -1.73153 0.0 0.0 0.0 0.29
H 1.25920 -1.82480 -2.87846 0.0 0.0 0.0 0.37
H -0.27493 -1.62353 -1.98602 0.0 0.0 0.0 0.18
N -0.70556 2.30302 0.72302 -0.1 0.1 -0.1 -0.33
C -1.84197 2.27286 0.97483 0.0 0.1 0.0 0.90
C -3.19670 2.23851 1.23742 0.0 -0.1 0.0 -0.06
C -3.70708 2.68923 2.47980 0.0 0.0 0.0 0.22
N -4.13070 3.04885 3.48953 0.0 0.0 0.0 -0.53
C -4.03021 1.57822 0.30474 0.0 0.1 0.1 0.15
N -4.69338 0.99851 -0.44244 0.0 -0.1 -0.1 -0.60
C -3.02718 -2.27637 -0.51518 -0.1 0.1 0.0 -0.96
S -1.79531 -1.81990 0.69927 0.1 0.0 0.0 0.40
C -2.92083 -1.30677 1.98838 0.0 0.0 0.0 -0.85
O -1.18193 -0.55575 0.14367 0.0 0.1 -0.1 -0.33
H -3.61039 -1.38609 -0.75463 0.0 0.0 0.0 0.25
H -3.66145 -3.05849 -0.09967 0.0 0.0 0.0 0.43
H -2.51043 -2.65229 -1.39578 0.0 0.0 0.0 0.32
H -3.44741 -2.18917 2.35070 0.0 0.0 0.0 0.49
H -3.61340 -0.56924 1.58686 0.0 0.0 0.0 0.12
H -2.32399 -0.87484 2.78583 0.1 0.0 0.1 0.28
F -0.41719 0.68349 3.24383 0.0 -0.1 0.0 -0.24
C 0.63933 0.25066 2.51980 -0.1 -0.1 -0.2 1.05
F 1.74229 0.68664 3.17306 0.0 0.0 0.0 -0.25
F 0.64780 -1.11874 2.67157 0.0 0.0 0.0 -0.27
```
Forces are in eV/Å.

---

2.
The following is a DFT calculation (wB97M-V/def2-TZVPD) of a molecular structure, C22H36BO44S9.

## Properties
- LUMO level (spin up / spin down): -3.15 / -7.96 eV
- ΔE to the lowest compared entry with this formula, charge and spin: 0.00 kJ/mol
- Gap between HOMO and LUMO (spin up / spin down): 7.9 / 3.0 eV
- 2S+1: 2

XYZ file:
```
112
Properties=species:S:1:pos:R:3:forces:R:3:mulliken_charge:R:1
O -2.09419 -2.17737 0.06206 0.6 0.4 -0.5 -0.74
C -1.22547 -1.56056 -0.50542 -1.3 -3.4 2.2 0.94
O -1.34218 -0.41154 -1.02633 1.5 3.8 -2.0 0.63
B 0.04802 -0.04023 -1.40281 0.6 0.2 -0.7 0.29
O 0.92671 -1.18932 -1.26224 0.8 3.6 -2.1 -0.63
C 0.19865 -2.03190 -0.70005 -0.8 -6.8 1.8 0.37
O 0.54374 -3.17815 -0.44195 -0.5 1.4 0.2 -0.79
O 0.68433 0.95301 -0.45581 -0.5 1.7 0.7 0.30
C 0.76782 2.11244 -1.00007 1.7 0.9 2.3 0.76
O 1.18696 3.18272 -0.53030 -0.8 -2.0 -0.4 -0.39
C 0.43733 1.93728 -2.47978 -1.4 4.6 -5.6 0.00
O 0.19036 0.70917 -2.70670 -0.5 -1.0 0.8 -0.55
O 0.35347 2.90290 -3.29734 0.7 -3.7 3.6 -0.55
C 0.96198 6.09402 -3.26344 0.4 0.4 0.6 0.01
C 0.81490 6.22161 -1.72221 -0.4 0.5 0.4 -0.01
O 0.60430 7.61146 -1.44081 -1.0 1.6 -1.1 -0.42
S -0.16506 8.32948 -2.76644 0.9 0.2 -0.3 1.01
O 0.18078 9.76518 -2.87196 -0.8 -4.2 0.4 -0.50
O -1.55187 7.87260 -2.89029 2.8 0.8 0.4 -0.51
O 0.83140 7.40896 -3.76920 -1.9 2.0 0.2 -0.43
H 0.23512 5.39904 -3.68390 0.3 0.1 -0.2 0.26
H 2.00802 5.91589 -3.51278 -0.2 -0.8 -0.1 0.25
H 1.72888 5.93076 -1.20438 -0.1 0.1 0.0 0.14
H -0.04372 5.73573 -1.25875 0.1 -0.6 -0.5 0.17
C -1.78903 -4.58683 -2.54248 0.2 -0.5 -1.7 0.00
C -3.26988 -4.26811 -2.27586 0.7 0.5 -0.8 -0.43
O -3.27742 -2.88677 -2.71303 -2.8 2.2 -0.3 -0.17
S -2.44948 -2.67128 -4.11344 1.2 -1.1 3.5 1.20
O -2.09010 -1.30237 -4.44559 -0.6 -2.3 1.5 -0.51
O -3.00297 -3.51081 -5.10358 -0.1 -0.2 -0.6 -0.63
O -1.27686 -3.43008 -3.22128 1.7 1.5 -2.4 -0.31
H -1.76179 -5.34071 -3.32926 0.3 -0.7 0.6 0.35
H -1.06668 -4.75248 -1.74318 -0.5 -0.1 0.2 -0.05
H -3.57832 -4.42424 -1.24213 0.0 0.8 -0.1 0.27
H -3.94346 -4.79926 -2.94836 0.2 -0.3 0.2 0.38
C 2.23323 2.22645 2.28161 -0.9 0.6 0.6 -0.03
C 2.96574 2.55287 3.60350 0.6 -1.7 -0.7 -0.43
O 2.12359 3.30422 4.41633 -2.2 1.2 0.1 -0.42
S 0.51673 2.90646 4.19790 0.3 -1.5 1.3 1.23
O -0.37671 4.05660 4.17619 2.4 -2.1 -0.5 -0.54
O 0.19878 1.76357 5.06976 1.1 2.6 -2.2 -0.46
O 0.89408 2.30256 2.66359 -2.8 0.6 1.0 -0.07
H 2.26405 1.26239 1.77394 1.1 -0.1 0.4 0.10
H 2.37561 2.99491 1.52181 0.3 0.6 -0.7 0.31
H 3.92334 3.06095 3.48961 -0.2 -0.1 0.1 0.40
H 3.04546 1.55951 4.04508 0.7 -0.1 0.4 0.32
C -4.77513 -0.34386 -2.94338 2.2 -0.4 -1.4 -0.13
C -3.76751 0.80474 -3.01221 0.4 0.9 -0.4 0.88
O -4.54976 1.99142 -2.80799 0.6 1.2 0.5 -0.34
S -6.07637 1.81076 -3.21930 2.4 0.0 0.8 1.04
O -6.15347 1.97334 -4.63336 -0.5 -1.0 0.3 -0.54
O -6.84450 2.66534 -2.37650 -0.1 -1.3 -0.2 -0.53
O -5.94401 0.26034 -2.66573 -5.1 1.7 0.4 -0.43
H -4.52242 -1.06936 -2.17015 -0.3 0.1 -0.2 0.31
H -4.82284 -0.75703 -3.95092 0.0 -0.7 0.1 0.23
H -3.32753 0.93930 -4.00034 0.2 -0.5 0.2 0.23
H -3.00703 0.73631 -2.23434 -0.1 0.3 -0.1 -0.77
C -2.08204 2.52486 0.89618 1.3 1.5 -0.1 -0.17
C -3.50600 2.93269 1.22800 -0.7 2.1 -0.4 -0.49
O -4.07839 1.99813 2.07443 1.2 -3.3 2.3 -0.45
S -2.86092 1.01755 2.68167 -0.7 -1.5 2.1 1.24
O -3.26899 -0.39675 2.83501 0.6 3.8 -1.2 -0.53
O -2.18233 1.59157 3.85488 -1.6 -0.5 -2.8 -0.57
O -1.96440 1.23722 1.36497 0.0 -3.0 0.5 0.22
H -1.22846 3.01901 1.36018 -0.6 1.1 0.6 0.09
H -1.80922 2.65003 -0.15168 -0.7 -0.8 -0.4 0.15
H -4.16328 2.94376 0.35855 0.3 0.2 -0.2 0.35
H -3.59187 3.86210 1.79097 0.4 0.4 -0.6 0.26
C 3.29483 -4.00998 1.26057 0.3 0.4 -0.2 0.46
C 4.11164 -4.18222 2.55145 -0.3 1.8 -0.3 -0.26
O 5.25134 -3.28324 2.44661 0.4 1.2 -1.2 -0.46
S 4.95082 -1.93299 1.50395 -1.1 -2.4 0.9 1.03
O 6.04584 -1.74688 0.59060 -1.4 0.0 1.1 -0.53
O 4.48300 -0.83611 2.35349 0.5 -1.9 -1.7 -0.42
O 3.66862 -2.71738 0.70762 1.2 1.3 0.7 -0.20
H 2.21722 -3.97271 1.42017 0.1 0.1 0.3 -0.55
H 3.46397 -4.80003 0.52891 0.4 0.3 -0.2 0.41
H 4.47464 -5.20121 2.68562 0.0 0.3 0.3 0.35
H 3.53601 -3.71197 3.34871 -0.1 -1.0 0.4 0.22
C -1.63748 -4.85647 1.68290 1.2 0.7 -0.9 0.12
C -0.40104 -5.54880 2.43143 -2.1 0.8 0.8 0.48
O -0.14564 -6.57476 1.59540 0.5 -4.1 -3.8 -0.44
S -1.47363 -7.29881 0.88331 0.7 0.0 1.3 1.07
O -2.01605 -8.22636 1.89544 0.9 2.0 -2.7 -0.54
O -1.16485 -7.72767 -0.48764 -0.7 1.0 3.2 -0.54
O -2.26954 -5.87536 0.85013 -0.1 -2.0 0.4 -0.36
H -1.28939 -4.22608 0.86465 0.7 0.4 0.6 -0.33
H -2.40263 -4.25846 2.17791 0.1 -0.7 0.6 0.46
H -0.62062 -6.03026 3.38437 -0.4 0.8 0.5 0.26
H 0.56201 -5.04299 2.50066 -0.6 0.8 0.0 -0.31
C 3.85606 2.42132 -3.28769 -0.8 -1.0 0.1 0.00
C 4.11038 3.52912 -2.31219 0.3 2.3 -1.2 0.26
O 5.14708 3.16887 -1.48468 1.7 -2.5 1.5 -0.49
S 5.13012 1.51789 -1.17731 0.5 1.1 -1.0 0.89
O 4.55870 1.38973 0.14161 0.1 -0.4 -1.6 -0.29
O 6.40027 0.88513 -1.50249 -2.7 1.4 0.5 -0.53
O 3.99430 1.27705 -2.38660 0.4 -0.6 1.0 -0.30
H 4.35371 2.18124 -4.22727 1.2 0.7 0.5 0.31
H 2.83884 2.50821 -3.66953 -0.4 -0.4 0.6 -0.01
H 3.20546 3.79942 -1.76797 -0.2 -0.5 0.2 -0.18
H 4.48105 4.47820 -2.69942 -0.3 0.0 -0.7 0.35
C -0.47768 -1.67942 3.25284 0.3 0.3 1.2 1.08
C 1.00415 -1.19969 3.25761 -0.4 -0.1 0.2 0.41
O 1.71170 -2.25763 3.95030 1.1 0.7 0.6 -0.31
S 0.79483 -2.81986 5.16334 -0.5 0.7 -0.9 1.11
O 0.47437 -1.82160 6.18104 0.7 -1.8 -2.1 -0.56
O 1.33191 -4.11499 5.52395 -1.2 1.9 -0.8 -0.57
O -0.41896 -2.89494 4.02720 -0.6 -1.0 1.6 -0.40
H -0.94487 -1.88453 2.28963 0.4 -0.4 0.0 -0.80
H -1.13258 -0.97780 3.76948 0.2 0.0 0.1 0.12
H 1.15156 -0.28381 3.82993 -0.2 0.0 -0.1 0.01
H 1.37888 -1.06367 2.24313 0.4 -0.4 0.2 -0.16
```
Forces are in eV/Å.

---

3.
The following is a DFT calculation (wB97M-V/def2-TZVPD) of C4H7NO2 in the gas phase.

## Properties
- Structure (SMILES): C[C@H]1CNC(=O)O1
- LUMO level: 0.72 eV
- ΔE to the lowest compared entry with this formula, charge and spin: 154.49 kJ/mol
- Gap between HOMO and LUMO: 11.4 eV

XYZ file:
```
14
Properties=species:S:1:pos:R:3:forces:R:3:mulliken_charge:R:1
C -1.24072 -0.84576 0.35644 0.1 0.0 -1.2 -1.33
C -0.29759 -0.07526 -0.83116 -0.9 -0.3 1.1 0.09
C 0.14532 1.28467 -0.33765 -0.4 0.0 0.2 -0.47
N 1.06869 0.82994 0.70993 0.0 -0.1 0.2 -0.48
C 1.71241 -0.31023 0.13278 0.0 -0.6 -0.2 0.54
O 2.67395 -0.88963 0.53649 -0.5 0.4 -0.4 -0.50
O 0.96621 -0.73152 -0.97017 0.2 0.0 0.8 -0.37
H -1.21413 -0.83171 1.48961 1.1 0.9 -1.2 0.37
H -1.10460 -1.90861 0.16806 -0.2 -0.1 -0.3 0.36
H -2.28523 -0.58169 0.18044 0.0 -0.1 -0.4 0.38
H -0.80130 -0.07143 -1.81486 0.1 -0.4 0.7 0.40
H -0.69830 1.82260 0.08274 0.1 0.3 0.2 0.34
H 0.66996 1.93017 -1.05997 -0.2 -0.5 0.1 0.28
H 0.40533 0.37846 1.35733 0.8 0.5 0.5 0.37
```
Forces are in eV/Å.

---

What is the ΔE to the lowest compared entry with this formula, charge and spin in the first record?
0.00 kJ/mol